Computed, not measured: a cluster of 8 separate species, C29H71ClO13S8 in total at a distorted geometry, with ωB97M-V/def2-TZVPD.

The geometry in ORCA input format:
```
! RIJCOSX wB97M-V def2-TZVPD def2/J DEFGRID3
* xyz 0 1
C 2.259 -3.706 0.223
C 3.527 -3.298 -0.483
O 3.776 -3.625 -1.630
O 4.401 -2.519 0.224
C 3.929 -1.158 0.376
C 3.751 -0.469 -0.974
C 2.256 -0.352 -1.409
C 1.952 1.035 -1.948
C 0.467 1.259 -2.247
C -0.484 1.346 -1.033
C 0.210 1.510 0.305
O -0.759 2.082 1.208
C -0.399 1.820 2.536
S -0.819 3.223 3.583
C 0.178 2.912 5.033
O -0.365 4.456 2.991
O -2.203 3.189 3.989
O -1.233 0.137 -0.992
C -2.616 0.259 -0.732
C -3.046 -0.166 0.668
C -3.258 -1.672 0.848
C -4.644 -2.152 0.367
Cl -1.982 -2.675 0.047
H 1.772 -4.446 -0.401
H 1.608 -2.835 0.300
H 2.457 -4.083 1.222
H 4.718 -0.650 0.923
H 3.032 -1.115 0.996
H 4.121 0.549 -0.848
H 4.344 -0.920 -1.765
H 2.091 -1.123 -2.161
H 1.670 -0.597 -0.527
H 2.367 1.833 -1.337
H 2.478 1.126 -2.902
H 0.150 0.406 -2.849
H 0.363 2.127 -2.891
H -1.104 2.236 -1.160
H 1.069 2.179 0.284
H 0.445 0.515 0.680
H 0.676 1.670 2.660
H -0.956 0.953 2.903
H 0.300 1.832 5.111
H 1.159 3.341 4.855
H -0.319 3.315 5.905
H -3.004 1.257 -0.925
H -3.125 -0.410 -1.437
H -2.342 0.169 1.424
H -4.026 0.287 0.832
H -3.180 -1.891 1.908
H -5.124 -2.707 1.171
H -5.273 -1.329 0.044
H -4.517 -2.876 -0.433
C -7.034 2.501 -1.742
S -5.474 2.874 -0.952
O -5.230 1.812 0.065
C -6.015 4.337 -0.063
H -6.903 1.591 -2.317
H -7.809 2.357 -0.988
H -7.302 3.311 -2.419
H -6.845 4.078 0.593
H -6.317 5.101 -0.779
H -5.176 4.699 0.528
C -0.287 5.175 -4.029
S 1.343 5.391 -3.300
O 1.515 4.310 -2.298
C 0.948 6.889 -2.390
H -0.271 4.256 -4.612
H -1.034 5.097 -3.239
H -0.508 6.018 -4.683
H 0.119 6.697 -1.710
H 0.692 7.683 -3.092
H 1.831 7.175 -1.822
C -3.086 -0.613 5.927
S -1.344 -0.961 5.667
O -0.934 -0.178 4.455
C -1.555 -2.658 5.138
H -3.178 0.431 6.221
H -3.639 -0.781 5.002
H -3.464 -1.254 6.722
H -2.212 -2.686 4.267
H -1.974 -3.238 5.958
H -0.577 -3.051 4.880
C 8.116 -0.008 -2.234
S 7.361 0.212 -0.619
O 6.807 1.589 -0.571
C 8.903 0.229 0.307
H 7.320 -0.004 -2.976
H 8.807 0.812 -2.431
H 8.637 -0.964 -2.264
H 9.541 1.034 -0.058
H 9.402 -0.734 0.195
H 8.661 0.396 1.354
C 2.073 -2.714 9.434
S 1.796 -2.418 7.684
O 0.440 -2.939 7.366
C 2.979 -3.634 7.092
H 1.391 -2.076 9.991
H 1.871 -3.760 9.666
H 3.102 -2.458 9.686
H 2.717 -4.619 7.479
H 3.980 -3.351 7.414
H 2.933 -3.641 6.005
C 1.478 -5.997 -6.313
S 1.656 -4.430 -5.448
O 2.504 -3.559 -6.303
C 2.697 -5.050 -4.125
H 0.885 -5.821 -7.208
H 2.462 -6.375 -6.592
H 0.963 -6.710 -5.669
H 3.599 -5.494 -4.547
H 2.143 -5.791 -3.547
H 2.966 -4.216 -3.477
C -5.935 0.547 -6.890
S -6.134 0.247 -5.130
O -6.851 1.425 -4.566
C -4.400 0.438 -4.699
H -6.922 0.515 -7.347
H -5.488 1.528 -7.047
H -5.308 -0.233 -7.321
H -4.055 1.427 -5.000
H -3.816 -0.338 -5.194
H -4.308 0.328 -3.619
*
```

Calculated values
* strongest force on any atom: 1.68 eV/A
* highest occupied orbital energy: -8.50 eV
* frontier orbital gap: 0.323 hartree
* energy relative to the best compared isomer or geometry (same formula, charge and spin): 0.0 kcal per mole
* electronic energy: -5771.0834 Eh

Löwdin atomic charge list, values in e, 99 entries: C 0.033; C -0.497; O 0.092; O -0.034; C -0.166; C -0.158; C -0.179; C -0.208; C -0.120; C -0.286; C -0.123; O -0.151; C -0.286; S 0.637; C -0.139; O -0.327; O -0.330; O -0.132; C -0.221; C -0.182; C -0.683; C -0.112; Cl 0.598; H 0.087; H 0.074; H 0.091; H 0.108; H 0.117; H 0.098; H 0.116; H 0.119; H 0.082; H 0.097; H 0.123; H 0.119; H 0.081; H 0.150; H 0.139; H 0.125; H 0.121; H 0.067; H 0.039; H 0.065; H 0.068; H 0.093; H 0.113; H 0.100; H 0.083; H 0.069; H 0.071; H 0.071; H 0.049; C -0.273; S 0.817; O -0.546; C -0.263; H 0.016; H 0.063; H 0.059; H 0.058; H 0.052; H 0.053; C -0.273; S 0.815; O -0.542; C -0.269; H 0.046; H 0.058; H 0.051; H 0.060; H 0.051; H 0.050; C -0.250; S 0.842; O -0.569; C -0.266; H 0.053; H 0.058; H 0.056; H 0.050; H 0.057; H 0.045; C -0.262; S 0.788; O -0.541; C -0.269; H 0.051; H 0.058; H 0.055; H 0.057; H 0.053; H 0.048; C -0.268; S 0.813; O -0.573; C -0.267; H 0.051; H 0.059; H 0.054